ORCA calculation (wB97M-V/def2-TZVPD) on a cluster of 12 separate species, H24O12 in total.

**ΔE to the lowest compared entry with this formula, charge and spin**: 33.55 kcal/mol
**HOMO-LUMO gap**: 0.3284 Eh
**Molecular weight**: 216.2 u
**SMILES string**: O.O.O.O.O.O.O.O.O.O.O.O
**Charge**: 0
**DFT total energy**: -917.27190 Ha
**2S+1**: 1
**LUMO level**: -0.5 eV

Geometry (Å):
O: -1.22330 -1.03607 -2.35650
H: -1.01394 -0.20402 -2.80579
H: -1.87147 -1.46769 -2.92693
O: -1.60028 2.39405 -0.90609
H: -2.24415 1.88406 -1.41921
H: -2.13317 3.03104 -0.41960
O: 2.88415 -0.12491 2.39768
H: 3.68900 -0.61835 2.21969
H: 2.57115 0.14289 1.52365
O: 2.76597 -1.20483 -0.42077
H: 2.21267 -1.32319 -1.21096
H: 3.64191 -1.01579 -0.77380
O: -0.36083 -0.36750 0.26889
H: -0.53722 -0.48110 -0.67430
H: 0.18225 0.43479 0.33546
O: 1.34929 -2.23852 -2.69517
H: 0.44776 -1.88466 -2.60351
H: 1.47382 -2.39167 -3.63599
O: -0.19898 3.71043 1.45604
H: 0.00411 3.25709 0.62807
H: -0.33498 4.62916 1.20504
O: -2.09761 0.77857 2.29262
H: -1.50146 0.25058 2.83763
H: -1.68140 0.75217 1.42175
O: 0.09239 -0.98506 3.35858
H: 0.06464 -1.66420 2.67845
H: 0.95993 -0.57065 3.25193
O: -0.17260 -3.41102 0.48123
H: 0.37057 -3.68139 1.22691
H: -0.02156 -2.46055 0.39057
O: -3.76584 0.67464 -1.46656
H: -3.29851 -0.08961 -1.81947
H: -4.64086 0.35114 -1.23254
O: 1.66070 1.59682 -0.00928
H: 2.22553 2.37663 -0.01484
H: 2.10231 0.95674 -0.58285

Forces on atoms 1 to 3 (eV/Å):
-0.13 0.32 -0.51
-0.06 -0.02 0.01
0.09 -0.18 0.06